1.
64
Properties=species:S:1:pos:R:3:forces:R:3 method="wB97M-V/def2-TZVPD" e_lumo_ev="0.63 / -0.26" spin_multiplicity=6 homo_energy_ev="-7.548 / -7.779"
Fe 0.160 -0.217 0.300 -0.53 0.83 -0.22
F 0.931 -2.223 2.696 0.82 -0.57 -0.54
F 3.369 -4.503 0.025 -0.45 0.88 -0.31
F 3.683 -2.391 -0.472 -0.57 -0.68 0.03
F 3.056 -2.129 2.163 -0.66 -0.54 -0.05
F 2.322 -3.597 -1.686 0.42 0.14 0.95
F 2.118 -4.063 2.583 -0.07 0.81 -0.40
O -0.193 -0.334 -2.799 0.30 0.11 0.90
O 0.610 -1.217 -6.651 0.37 -0.52 -2.53
O 1.025 -1.793 0.005 0.75 -1.47 -0.03
C 2.430 0.482 0.162 -0.13 1.42 0.29
C 0.720 2.051 0.200 0.87 -0.27 0.44
C 0.974 -0.514 -3.632 -0.15 0.06 -0.04
C 1.651 1.365 -0.655 0.15 -0.11 1.19
C 2.015 0.646 1.521 0.07 0.52 -0.70
C -1.710 -1.645 0.862 -0.87 0.89 -0.22
C 1.925 -2.857 1.989 -0.16 0.22 0.17
C -1.823 0.663 1.074 -0.81 -0.98 -0.36
C -0.746 0.664 -3.692 0.40 0.22 -0.20
C 1.489 -2.977 0.474 0.82 0.08 -0.03
C -2.113 0.182 -4.129 0.02 0.10 -0.12
C 0.502 -4.123 0.359 -0.23 -0.36 -0.12
C -1.968 -1.098 -0.433 -0.37 0.09 0.92
C 2.745 -3.365 -0.407 0.04 -0.13 -0.22
C -1.622 -0.566 1.800 -0.25 0.30 -0.88
C 1.471 -2.007 -8.781 0.29 0.45 0.12
C 0.434 -0.892 -9.073 -0.15 -0.54 0.26
C -2.059 0.328 -0.306 0.08 -0.49 1.16
C 0.405 0.429 -4.677 -0.90 -0.06 -0.02
C -0.737 2.075 -3.176 -0.20 0.26 0.34
C 0.957 1.608 1.550 0.39 0.23 -0.75
C 0.080 -0.327 -7.695 0.09 0.00 0.44
C 1.339 -2.296 -7.272 -0.40 -0.08 -0.11
H -0.049 -0.120 -5.485 0.59 0.54 0.26
H -1.507 -0.660 2.877 0.18 0.05 -0.34
H -1.197 2.730 -3.927 0.10 -0.07 0.12
H 1.823 1.560 -1.708 -0.25 -0.24 0.22
H 1.048 1.257 -4.987 -0.35 0.01 -0.04
H 0.035 -4.082 -0.632 0.15 -0.02 0.26
H -2.495 0.804 -4.945 -0.07 -0.05 0.10
H -1.009 -0.254 -7.552 0.33 0.00 -0.01
H -0.468 -1.307 -9.537 0.23 0.03 0.02
H 0.034 2.836 -0.110 0.06 -0.35 0.09
H 2.314 -2.367 -6.776 -0.21 -0.08 -0.09
H -1.715 -2.699 1.116 0.25 0.38 -0.13
H 2.486 0.195 2.389 -0.33 -0.05 -0.29
H 1.302 -2.909 -9.376 0.03 0.20 0.08
H -1.295 2.162 -2.247 0.00 0.21 0.04
H -2.374 1.021 -1.079 0.33 -0.19 0.18
H 0.508 0.684 -7.571 -0.08 -0.43 0.19
H 0.475 1.987 2.452 0.06 -0.24 -0.42
H -1.878 1.659 1.505 0.12 -0.32 -0.15
H 2.484 -1.640 -9.003 -0.28 -0.14 0.03
H -2.054 -0.859 -4.469 0.02 0.21 0.04
H 0.290 2.409 -3.014 -0.14 0.06 0.08
H 1.050 -1.548 -3.963 0.29 -0.10 0.14
H -2.156 -1.672 -1.338 0.32 0.25 0.27
H 1.025 -5.075 0.490 -0.28 0.06 0.00
H 1.887 -0.164 -3.132 -0.12 -0.28 -0.06
H 0.773 -3.228 -7.110 0.23 0.21 0.05
H -2.802 0.230 -3.281 -0.06 0.00 -0.12
H -0.272 -4.016 1.118 0.16 -0.18 -0.06
H 0.821 -0.108 -9.731 -0.03 -0.23 0.11
H 3.237 -0.142 -0.190 -0.25 -0.06 0.08

2.
59
Properties=species:S:1:pos:R:3:forces:R:3 method="wB97M-V/def2-TZVPD" e_above_lowest_kcal_mol=21.05 e_lumo_ev=0.09 homo_energy_ev=-8.117
O -1.371 -0.259 1.401 0.04 -0.29 0.01
O -4.507 2.564 -0.239 -0.35 0.12 -0.21
N 1.878 2.309 -0.731 0.04 0.03 -0.06
N -2.385 2.219 0.476 0.61 0.09 0.08
N -4.155 -0.456 0.479 0.03 -0.19 -0.04
C -0.603 -2.461 -1.165 -0.03 0.05 0.09
C 1.003 -4.155 -0.606 0.00 -0.06 -0.03
C 4.040 -0.028 1.423 -0.23 -0.11 0.18
C 2.747 1.208 -0.338 -0.26 -0.24 0.09
C -3.629 -2.322 -0.627 0.19 0.23 0.19
C 3.224 -1.234 -0.617 -0.28 -0.14 0.17
C 3.029 1.086 1.168 0.28 0.16 -0.26
C 0.300 -3.432 -1.557 0.04 -0.06 -0.08
C -5.269 -0.906 -0.118 -0.22 -0.21 -0.16
C 0.604 2.396 -0.039 -0.11 0.06 -0.37
C -1.758 -1.153 0.647 0.14 0.10 0.10
C -4.982 -2.066 -0.811 -0.17 0.08 -0.01
C -0.805 -2.205 0.188 0.29 -0.06 -0.02
C -0.511 2.819 -1.007 -0.06 0.08 0.44
C 3.524 -1.354 0.873 0.30 0.05 -0.14
C 2.205 -0.125 -0.862 0.40 0.12 -0.12
C -3.692 1.948 0.416 -0.09 -0.44 0.53
C -4.103 0.736 1.283 0.05 0.76 0.18
C 0.821 -3.888 0.740 0.03 -0.04 0.03
C -1.765 3.288 -0.275 -0.02 0.19 -0.34
C -0.070 -2.907 1.136 -0.13 0.10 0.01
C 2.556 3.586 -0.773 -0.03 -0.07 0.02
C -3.107 -1.297 0.169 -0.12 -0.34 -0.21
H -1.138 -1.885 -1.905 -0.07 0.03 -0.07
H -6.200 -0.383 -0.019 -0.12 0.16 0.07
H -0.752 1.983 -1.665 0.01 -0.02 -0.08
H 4.262 -2.141 1.043 -0.04 -0.07 0.06
H 0.653 3.118 0.793 -0.01 -0.06 0.07
H -5.104 0.931 1.675 0.16 -0.02 -0.09
H 4.147 -1.007 -1.157 0.07 -0.02 -0.07
H 0.357 1.421 0.380 0.00 -0.01 0.10
H -1.779 1.592 0.992 -0.28 -0.03 0.01
H 1.275 -0.380 -0.355 -0.13 0.01 0.05
H -3.082 -3.160 -1.009 0.11 -0.11 -0.03
H 2.608 -1.634 1.399 -0.03 -0.05 0.06
H 4.229 -0.118 2.495 0.09 0.03 -0.01
H -0.154 3.638 -1.631 0.03 0.03 -0.05
H 4.986 0.222 0.937 0.08 0.01 0.02
H 3.417 2.033 1.552 -0.06 0.05 0.06
H 3.435 3.507 -1.411 0.05 0.07 -0.03
H 1.992 -0.029 -1.928 -0.07 0.04 -0.03
H 1.699 -4.920 -0.916 0.06 -0.05 -0.03
H 1.379 -4.440 1.482 0.04 -0.05 0.06
H 3.703 1.392 -0.845 0.00 -0.03 0.02
H -5.678 -2.654 -1.374 -0.15 -0.08 -0.09
H 2.874 3.944 0.219 0.00 0.04 0.01
H -3.399 0.597 2.104 -0.19 -0.04 -0.10
H 2.103 0.858 1.699 -0.10 0.02 0.04
H -0.214 -2.685 2.184 0.00 0.03 0.09
H -2.513 3.657 -0.981 0.11 0.01 0.13
H -1.504 4.104 0.411 -0.05 0.01 -0.11
H 1.891 4.333 -1.203 0.03 0.11 -0.01
H 0.457 -3.624 -2.608 0.03 0.00 -0.09
H 2.836 -2.181 -0.996 0.09 0.02 -0.06

3.
60
Properties=species:S:1:pos:R:3:forces:R:3 method="wB97M-V/def2-TZVPD" e_above_lowest_kcal_mol=1.57 e_lumo_ev=-0.09 homo_energy_ev=-8.200
S -2.562 -1.050 -2.346 0.16 0.43 0.27
O -1.183 3.088 -0.050 0.20 -0.06 0.13
O -1.316 -3.411 -1.168 -0.06 -0.14 -0.17
N -0.025 -2.378 0.383 0.16 0.07 0.12
N 2.906 -1.982 1.694 0.05 0.00 -0.08
N -2.678 3.392 -1.739 0.14 0.09 0.31
C -1.437 -1.068 -1.020 -0.32 0.46 -0.32
C -2.706 0.667 -2.232 0.56 -0.33 0.60
C 3.601 -3.600 5.077 -0.09 0.20 -0.07
C -2.621 4.820 -1.463 0.17 0.40 0.11
C -1.197 0.181 -0.528 -0.01 -0.43 -0.09
C 3.553 -2.845 2.673 -0.28 0.13 0.26
C -0.923 -2.392 -0.626 0.16 0.05 0.33
C 0.641 -3.572 0.840 0.18 -0.38 -0.11
C -1.676 5.543 -2.417 -0.17 -0.13 0.13
C -1.871 2.600 -0.932 -0.09 -0.01 -0.04
C 2.401 0.429 1.378 0.12 -0.13 0.27
C 2.993 -2.624 4.079 0.23 -0.23 -0.10
C -5.036 3.240 -4.575 0.04 -0.06 0.03
C -1.919 1.179 -1.217 -0.37 -0.33 -0.52
C 3.454 -0.631 1.707 -0.12 0.22 -0.19
C 2.011 -3.763 0.183 -0.10 0.23 0.15
C 1.336 0.522 2.465 0.09 0.08 -0.25
C -4.311 1.025 -4.076 0.08 0.21 0.13
C -4.249 3.747 -3.562 -0.01 0.13 0.03
C -5.073 1.876 -4.840 -0.06 -0.07 -0.08
C -3.465 2.904 -2.765 -0.32 -0.58 -0.46
C -3.508 1.517 -3.043 -0.25 0.42 -0.25
C 2.924 -2.542 0.351 -0.02 -0.20 -0.10
H 4.682 -3.478 5.120 0.12 -0.04 0.06
H 1.783 0.846 3.402 0.01 0.02 0.15
H -1.981 5.412 -3.453 0.01 0.03 -0.10
H -2.241 4.915 -0.443 -0.20 0.00 -0.21
H 3.385 -4.627 4.789 0.00 -0.13 0.01
H 0.759 -3.503 1.923 -0.07 -0.06 -0.05
H 2.901 1.394 1.279 -0.02 0.02 -0.12
H 3.365 -3.883 2.395 0.06 -0.04 0.00
H 4.647 -2.699 2.681 -0.02 -0.07 -0.06
H 0.875 -0.449 2.632 -0.10 -0.09 0.08
H 3.198 -3.430 6.072 0.02 -0.05 0.11
H 2.581 -1.761 -0.332 0.06 -0.02 -0.03
H -5.692 1.493 -5.636 -0.05 -0.05 -0.07
H -3.628 5.240 -1.498 0.05 -0.08 0.02
H 3.191 -1.602 4.406 -0.07 0.08 -0.02
H 3.840 -0.423 2.706 0.06 0.01 0.00
H 0.343 -1.507 0.728 -0.11 0.08 -0.03
H -5.629 3.919 -5.169 -0.04 0.07 -0.03
H -0.549 0.419 0.295 0.16 0.00 0.21
H -0.669 5.150 -2.301 0.09 -0.02 0.00
H 3.949 -2.819 0.041 -0.06 0.11 -0.02
H 4.298 -0.542 1.002 0.01 -0.06 0.11
H -4.254 4.812 -3.401 0.05 0.09 0.05
H 1.875 -3.940 -0.886 0.02 -0.08 -0.02
H 1.910 -2.753 4.048 -0.04 0.07 -0.04
H -0.003 -4.418 0.591 0.07 0.09 0.14
H -1.662 6.605 -2.185 0.03 0.13 -0.02
H 2.472 -4.656 0.607 0.02 -0.07 -0.04
H 0.569 1.245 2.192 -0.12 0.05 0.05
H -4.315 -0.040 -4.253 -0.06 -0.11 -0.08
H 1.938 0.206 0.414 0.03 0.04 -0.12

4.
64
Properties=species:S:1:pos:R:3:forces:R:3 method="wB97M-V/def2-TZVPD" e_above_lowest_kcal_mol=60.25 e_lumo_ev=0.28 homo_energy_ev=-7.555
S -4.588 -1.618 1.139 0.27 0.17 0.30
O -4.294 -2.769 0.330 0.25 0.15 -0.06
O 1.488 2.519 -2.863 -0.23 0.03 0.23
O -5.957 -1.358 1.474 -0.02 0.21 0.17
O 0.594 -0.340 1.791 0.02 0.02 -0.48
O 3.223 -3.542 -1.288 0.09 -0.11 -0.01
O -2.522 4.290 -1.518 -0.18 0.05 0.06
N 2.744 -1.115 0.140 0.29 -0.08 0.28
N -3.709 -1.650 2.587 -0.59 0.27 -0.89
N -0.593 3.154 -1.330 0.42 0.33 -0.32
C -2.646 2.064 -0.664 -0.39 -0.16 -0.12
C -2.338 -2.045 2.354 0.40 -0.10 -0.21
C -4.097 1.064 0.969 -0.04 0.11 0.07
C 0.854 0.332 0.604 0.00 -0.01 -0.09
C 1.327 1.752 -1.746 -0.39 0.08 0.23
C -2.476 0.827 -1.280 -0.19 0.17 0.07
C 1.912 -0.072 -0.233 -0.35 0.32 0.19
C 2.510 3.284 -4.857 -0.08 -0.25 0.37
C -3.093 -0.293 -0.753 -0.03 -0.16 -0.08
C -3.488 2.188 0.437 0.09 -0.01 -0.11
C -4.373 -2.410 3.624 -0.40 -0.18 0.13
C 0.235 2.096 -0.934 0.48 -0.30 0.06
C 3.989 -1.364 -0.556 0.03 -0.17 -0.29
C 2.169 -2.378 0.575 -0.26 -0.43 -0.32
C 2.133 0.682 -1.394 0.09 -0.01 -0.12
C -3.874 -0.164 0.379 -0.10 -0.48 0.19
C -1.941 3.272 -1.201 -0.07 0.01 0.01
C 3.790 -2.330 -1.733 0.18 0.27 0.08
C 2.572 2.261 -3.733 0.30 0.02 -0.33
C 2.284 0.758 3.177 -0.36 -0.15 -0.16
C 0.814 0.410 2.974 0.29 0.19 0.37
C 1.996 -3.315 -0.628 -0.13 0.09 0.36
C 0.043 1.394 0.245 0.32 -0.04 -0.06
H -3.640 3.162 0.876 -0.04 0.08 0.04
H 2.628 1.410 2.377 0.08 0.08 -0.04
H -1.886 -1.350 1.650 0.21 -0.03 0.04
H 4.441 -0.428 -0.881 0.04 0.00 0.02
H 3.523 2.351 -3.189 -0.12 -0.07 -0.02
H -4.283 -3.491 3.466 0.00 -0.01 0.06
H 1.561 3.202 -5.379 -0.07 0.00 -0.09
H 0.460 -0.241 3.777 -0.03 0.13 -0.02
H -0.138 3.883 -1.867 -0.22 -0.01 0.07
H -3.941 -2.148 4.590 0.01 0.01 -0.05
H -0.754 1.682 0.912 -0.05 -0.01 0.09
H 2.494 1.245 -4.142 0.02 0.07 0.12
H 1.641 -4.295 -0.307 -0.07 0.06 -0.01
H -1.790 -1.998 3.294 -0.01 0.07 0.01
H 1.211 -2.209 1.058 0.11 -0.09 0.02
H 2.887 -0.146 3.168 0.08 -0.07 0.02
H 3.136 -1.873 -2.492 0.07 -0.02 0.02
H -5.424 -2.134 3.605 -0.03 -0.10 0.24
H 1.268 -2.876 -1.329 0.02 -0.05 0.04
H 2.597 4.288 -4.452 0.03 0.11 0.00
H -2.976 -1.271 -1.194 0.07 -0.09 -0.10
H 4.666 -1.839 0.164 0.03 0.05 -0.09
H 3.320 3.111 -5.559 0.08 0.00 -0.09
H 4.746 -2.591 -2.191 -0.04 0.09 -0.02
H 0.209 1.325 2.969 -0.02 -0.12 0.01
H -2.273 -3.060 1.945 0.07 -0.01 0.07
H 2.945 0.414 -2.046 0.05 -0.05 -0.07
H 2.861 -2.835 1.290 -0.09 -0.03 0.02
H -1.856 0.744 -2.160 0.10 -0.03 -0.05
H 2.415 1.266 4.128 0.04 0.09 0.10
H -4.740 1.119 1.832 -0.06 0.11 0.14

5.
61
Properties=species:S:1:pos:R:3:forces:R:3 method="wB97M-V/def2-TZVPD" e_above_lowest_kcal_mol=15.26 e_lumo_ev=0.30 homo_energy_ev=-8.728
O -5.079 0.657 0.852 -0.20 0.18 -0.10
O -2.414 -2.959 -1.615 0.07 -0.28 0.06
N 0.482 -0.047 3.036 0.06 -0.26 -0.05
N -0.106 2.936 0.319 0.01 0.01 -0.01
N -1.622 1.338 0.294 -0.36 0.16 -0.16
N -3.427 -0.607 1.690 0.10 0.04 0.34
N -2.858 -0.785 -1.155 -0.14 0.07 -0.06
C 3.591 1.291 -3.063 -0.06 -0.24 0.10
C -0.667 -1.352 -1.886 0.24 -0.02 -0.16
C -0.826 0.020 2.364 -0.13 -0.15 0.17
C 0.921 0.295 -2.632 0.14 0.04 -0.01
C 3.442 -0.122 -2.490 0.18 0.08 -0.02
C 0.164 2.119 1.385 -0.03 -0.29 0.25
C 0.392 -2.209 -1.607 -0.12 0.00 -0.04
C 1.022 1.223 3.478 0.17 0.22 -0.05
C -2.056 -1.795 -1.556 -0.13 0.23 -0.07
C -1.077 -1.343 1.690 -0.11 0.07 -0.03
C 1.990 -0.536 -2.314 -0.05 0.10 -0.03
C 4.134 -0.157 -1.120 -0.06 0.01 -0.17
C -0.789 1.137 1.358 0.56 0.40 0.19
C -1.195 2.418 -0.298 -0.04 0.15 -0.11
C -2.556 -1.753 1.737 0.26 -0.24 -0.12
C -0.388 -0.102 -2.421 -0.12 -0.22 0.08
C -3.318 0.274 2.836 -0.17 0.36 0.12
C 1.695 -1.802 -1.811 -0.06 -0.03 0.02
C 4.134 -1.100 -3.449 -0.07 0.12 0.11
C -4.290 -0.261 0.713 -0.16 -0.22 -0.24
C -4.178 -1.010 -0.611 -0.21 -0.01 -0.23
C 1.300 2.222 2.335 0.00 -0.08 0.08
C -1.912 0.240 3.434 0.06 -0.13 -0.22
H -2.773 -2.442 0.924 -0.07 -0.03 0.05
H -2.435 0.099 -0.868 0.11 -0.21 0.01
H -3.570 1.277 2.484 0.01 -0.12 0.11
H 1.094 1.273 -3.052 0.07 0.10 -0.05
H 5.173 0.152 -1.215 0.14 0.03 0.00
H 5.170 -0.806 -3.601 0.13 0.02 -0.02
H 1.945 1.016 4.025 -0.08 0.10 0.03
H 3.140 2.031 -2.406 -0.07 0.12 0.04
H 2.493 -2.488 -1.569 0.10 -0.06 0.03
H 1.406 3.234 2.730 0.05 0.01 0.03
H 0.311 1.667 4.177 0.09 0.03 0.03
H -2.757 -2.277 2.680 0.00 -0.05 -0.11
H 3.630 -1.101 -4.413 -0.02 -0.03 -0.12
H -1.811 -0.570 4.157 0.03 -0.02 0.05
H 0.175 -3.192 -1.217 -0.04 -0.09 0.03
H 3.135 1.363 -4.048 -0.06 0.07 -0.11
H -0.490 -2.099 2.214 0.04 -0.01 0.01
H -0.728 -1.296 0.659 0.03 -0.03 0.06
H 1.146 -0.486 2.404 -0.04 -0.06 0.01
H -1.644 2.856 -1.166 -0.04 0.17 -0.22
H -1.195 0.561 -2.693 -0.08 0.06 0.00
H 4.647 1.531 -3.165 0.09 0.02 -0.01
H -1.740 1.178 3.960 -0.01 -0.01 0.06
H -4.939 -0.596 -1.282 0.04 -0.10 0.25
H -4.053 -0.006 3.601 0.02 0.12 -0.04
H 2.234 1.961 1.824 0.02 0.04 0.06
H 4.123 -2.114 -3.059 0.01 -0.13 0.02
H 4.114 -1.155 -0.691 0.01 -0.11 0.08
H 3.634 0.520 -0.429 -0.04 0.07 0.10
H 0.403 3.765 0.059 -0.08 -0.08 -0.02
H -4.346 -2.087 -0.516 0.03 0.12 0.02

6.
66
Properties=species:S:1:pos:R:3:forces:R:3 method="wB97M-V/def2-TZVPD" e_above_lowest_kcal_mol=9.36 e_lumo_ev=-1.45 homo_energy_ev=-6.802
Te 4.758 -1.649 1.457 0.11 0.16 -0.10
Te 5.158 1.046 1.555 0.03 -0.15 0.16
Zr 1.206 -0.263 0.617 -0.13 0.00 0.70
Se 2.525 -1.681 2.547 0.01 -0.11 -0.04
Se 2.834 1.786 0.973 -0.06 0.03 -0.33
O -0.146 1.097 0.416 0.02 0.16 -0.01
O 0.612 -1.124 -1.180 0.07 0.04 0.00
O -1.115 -1.081 4.377 0.01 0.03 -0.02
O 0.210 -0.162 2.828 -0.11 0.00 0.06
O 2.843 -2.730 -1.000 0.02 -0.08 -0.15
O -0.821 -2.264 -2.482 0.03 -0.03 0.02
N -0.653 -1.700 0.952 0.02 -0.02 -0.01
C -2.244 -3.119 -0.067 -0.03 -0.01 0.03
C -2.345 -2.682 2.296 0.07 0.06 0.03
C -1.139 -2.282 -0.130 0.06 0.00 -0.03
C -1.240 2.574 3.115 -0.03 -0.03 -0.02
C -2.518 4.167 -0.989 -0.03 0.01 0.05
C -3.651 2.081 2.607 0.00 0.01 -0.01
C -0.416 -1.888 -1.410 -0.07 -0.07 -0.03
C 2.223 -3.992 -1.181 0.03 0.02 0.02
C -0.644 -0.964 3.150 0.03 -0.01 0.00
C 3.172 -2.161 -2.263 -0.07 0.01 -0.01
C -1.474 3.691 -1.757 0.02 -0.04 -0.02
C -1.248 -1.861 2.130 -0.09 -0.02 0.00
C -2.771 3.602 0.253 -0.04 0.06 -0.07
C -0.660 2.652 -1.316 0.07 -0.10 0.04
C 0.451 2.131 -2.210 -0.11 -0.01 0.06
C 3.824 -0.811 -2.083 0.01 -0.07 0.06
C -0.924 2.103 -0.052 -0.08 0.16 -0.20
C 1.880 -4.601 0.158 0.00 0.01 0.00
C 1.415 3.237 -2.629 0.03 0.05 0.02
C -1.987 2.569 0.740 0.09 -0.09 -0.02
C -2.837 -3.333 1.167 0.01 -0.02 -0.09
C -2.216 1.961 2.106 0.03 0.02 0.03
C -0.128 1.406 -3.428 0.04 0.01 0.05
H 1.175 -3.980 0.713 0.00 0.01 -0.01
H 3.236 -0.162 -1.424 0.03 0.03 -0.13
H -1.444 3.642 3.216 0.01 0.01 0.01
H -3.140 4.974 -1.354 0.00 0.00 0.00
H -2.804 -2.794 3.267 0.00 0.00 0.00
H -0.720 2.091 -4.039 0.01 0.00 0.00
H 0.913 3.988 -3.241 0.01 0.01 -0.01
H -1.362 2.119 4.103 0.01 -0.01 0.01
H -0.769 0.577 -3.130 -0.02 -0.02 0.00
H -3.597 3.974 0.846 0.01 -0.01 0.00
H 2.256 -2.066 -2.857 0.01 -0.01 -0.01
H 1.033 1.405 -1.640 0.01 0.00 -0.03
H -0.643 -0.449 4.944 -0.01 -0.01 0.00
H 2.234 2.819 -3.218 0.00 0.00 -0.01
H 1.438 -5.587 0.004 -0.01 -0.01 0.02
H -1.990 0.896 2.005 0.01 -0.03 0.02
H 2.770 -4.710 0.777 0.00 0.00 -0.01
H -2.614 -3.569 -0.978 0.00 0.00 -0.01
H -3.765 1.524 3.540 -0.01 0.00 0.00
H 0.675 1.003 -4.049 -0.01 0.00 0.00
H -3.916 3.118 2.820 -0.01 -0.01 0.00
H 1.325 -3.875 -1.803 0.00 -0.01 -0.01
H 1.844 3.734 -1.759 0.00 0.00 0.00
H 3.849 -2.844 -2.792 0.00 0.01 -0.02
H -3.696 -3.985 1.251 0.00 0.00 0.01
H 4.813 -0.898 -1.636 0.00 0.02 -0.01
H -0.205 2.450 2.799 0.01 0.00 0.00
H -1.285 4.126 -2.731 0.00 0.00 0.00
H 3.910 -0.315 -3.050 0.01 0.03 0.00
H -4.366 1.688 1.883 0.00 0.01 0.00
H 2.909 -4.649 -1.732 -0.01 -0.01 0.00

How do the records compare in max |F|? In the order shown, they have 2.61; 0.78; 0.89; 1.10; 0.72; 0.71 eV Å⁻¹.